No. 1
Molecular formula: C62H71AsBiBrOSSb2
Method: DFT, the ωB97M-V functional and the def2-TZVPD basis

CARTESIAN COORDINATES (ANGSTROEM)
Bi1 1.26 0.19 0.46
C1 3.58 0.44 0.92
C2 3.61 1.77 0.26
C3 3.77 1.54 -1.10
C4 3.99 0.13 -1.27
C5 4.00 -0.54 -0.08
C6 4.60 -1.91 0.13
C7 3.91 -2.97 -0.74
C8 4.59 -2.35 1.59
C9 6.07 -1.80 -0.32
C10 3.84 2.46 -2.32
C11 2.49 3.17 -2.59
C12 4.98 3.48 -2.18
C13 4.17 1.66 -3.59
C14 3.62 3.01 1.14
C15 2.78 4.17 0.59
C16 3.08 2.73 2.55
C17 5.08 3.46 1.33
H1 3.84 0.31 1.95
H2 4.19 -0.34 -2.21
H3 2.95 -3.26 -0.33
H4 4.54 -3.86 -0.80
H5 3.76 -2.60 -1.75
H6 3.58 -2.49 1.97
H7 5.11 -1.64 2.22
H8 5.10 -3.31 1.67
H9 6.14 -1.52 -1.37
H10 6.57 -2.76 -0.19
H11 6.61 -1.05 0.27
H12 1.88 3.24 -1.69
H13 1.93 2.64 -3.35
H14 2.66 4.18 -2.97
H15 4.76 4.27 -1.47
H16 5.19 3.94 -3.15
H17 5.88 2.96 -1.85
H18 3.43 0.90 -3.80
H19 5.15 1.20 -3.50
H20 4.20 2.33 -4.45
H21 1.74 3.87 0.50
H22 3.13 4.50 -0.38
H23 2.84 5.01 1.27
H24 2.08 2.31 2.52
H25 3.03 3.67 3.09
H26 3.73 2.07 3.11
H27 5.53 3.79 0.40
H28 5.68 2.65 1.73
H29 5.11 4.29 2.04
C18 -0.81 -2.14 -2.42
C19 -0.25 -1.26 -3.52
C20 0.25 0.10 -3.08
Sb1 -0.96 1.93 -2.69
C21 -2.00 1.96 -4.57
C22 -3.23 2.62 -4.65
C23 -3.93 2.67 -5.83
C24 -3.40 2.10 -6.98
C25 -2.15 1.50 -6.93
C26 -1.46 1.43 -5.73
C27 -2.81 1.74 -1.52
C28 -4.01 1.22 -1.97
C29 -5.15 1.27 -1.18
C30 -5.10 1.86 0.07
C31 -3.90 2.39 0.53
C32 -2.78 2.35 -0.27
Sb2 -2.99 -2.07 -2.33
C33 -3.24 -3.97 -1.33
C34 -4.01 -4.97 -1.91
C35 -4.28 -6.14 -1.22
C36 -3.81 -6.31 0.08
C37 -3.07 -5.30 0.67
C38 -2.78 -4.14 -0.04
C39 -2.97 -2.79 -4.37
C40 -3.36 -1.91 -5.37
C41 -3.15 -2.22 -6.70
C42 -2.54 -3.42 -7.04
C43 -2.16 -4.31 -6.05
C44 -2.37 -3.99 -4.72
H30 -0.43 -1.84 -1.45
H31 -0.53 -3.18 -2.58
H32 -0.96 -1.15 -4.35
H33 0.62 -1.78 -3.94
H34 0.88 0.50 -3.88
H35 0.89 0.00 -2.21
H36 -3.63 3.09 -3.76
H37 -4.89 3.17 -5.86
H38 -3.95 2.14 -7.91
H39 -1.72 1.08 -7.82
H40 -0.49 0.96 -5.70
H41 -4.07 0.79 -2.97
H42 -6.08 0.87 -1.55
H43 -5.99 1.93 0.69
H44 -3.84 2.85 1.51
H45 -1.86 2.79 0.09
H46 -4.41 -4.84 -2.91
H47 -4.86 -6.92 -1.69
H48 -4.02 -7.21 0.62
H49 -2.72 -5.41 1.68
H50 -2.16 -3.38 0.43
H51 -3.83 -0.97 -5.11
H52 -3.45 -1.52 -7.47
H53 -2.36 -3.65 -8.08
H54 -1.70 -5.24 -6.32
H55 -2.07 -4.68 -3.94
S1 -0.33 1.58 1.97
C45 -0.86 1.39 3.66
C46 -0.72 2.50 4.48
C47 -1.31 2.51 5.73
C48 -2.05 1.42 6.17
C49 -2.16 0.31 5.36
C50 -1.58 0.27 4.10
As1 -1.55 -1.38 3.07
C51 -3.30 -2.10 3.59
C52 -3.49 -3.21 4.39
C53 -4.74 -3.78 4.55
C54 -5.83 -3.24 3.89
C55 -5.67 -2.12 3.08
C56 -4.41 -1.57 2.93
C57 -0.35 -2.31 4.31
C58 -0.17 -3.68 4.15
C59 0.75 -4.37 4.92
C60 1.53 -3.69 5.85
C61 1.38 -2.33 5.99
C62 0.45 -1.64 5.23
H56 -0.16 3.35 4.13
H57 -1.21 3.39 6.36
H58 -2.52 1.43 7.14
H59 -2.70 -0.56 5.70
H60 -2.64 -3.66 4.90
H61 -4.87 -4.65 5.17
H62 -6.81 -3.70 3.99
H63 -6.51 -1.71 2.56
H64 -4.28 -0.69 2.30
H65 -0.74 -4.20 3.40
H66 0.87 -5.44 4.79
H67 2.25 -4.23 6.44
H68 2.00 -1.78 6.70
H69 0.36 -0.57 5.37
O1 -1.90 -0.57 0.03
H70 -2.39 0.26 0.10
H71 -2.37 -1.21 0.57
Br1 0.99 -2.28 1.17

The largest force on an atom comes out at 0.69 eV Å⁻¹. As for the total energy: -228123.4891 eV. The charge is 0. Its energy above the lowest of the compared OMol25 structures with the same formula, charge and spin is 183.7 kJ/mol. The spin multiplicity is 1.

No. 2
Molecular formula: C3H4N2O3S
Method: DFT, the ωB97M-V functional and the def2-TZVPD basis

CARTESIAN COORDINATES (ANGSTROEM)
C1 -0.86 -0.40 0.24
C2 1.51 1.28 -0.06
C3 0.33 -0.85 -0.56
N1 -0.92 -0.44 1.48
N2 1.51 -0.20 -0.05
O1 2.62 1.76 0.01
O2 -3.37 0.31 0.33
O3 0.36 1.72 -0.19
S1 -2.40 0.10 -0.74
H1 0.45 -1.93 -0.43
H2 0.16 -0.64 -1.62
H3 -1.77 -0.11 1.93
H4 2.39 -0.60 -0.34

The largest force on an atom comes out at 3.99 eV Å⁻¹. As for the total energy: -23128.9827 eV. The charge is 0. Its energy above the lowest of the compared OMol25 structures with the same formula, charge and spin is 442.1 kJ/mol. The spin multiplicity is 1.

No. 3
Molecular formula: C4H13NO2
Method: DFT, the ωB97M-V functional and the def2-TZVPD basis

CARTESIAN COORDINATES (ANGSTROEM)
C1 1.23 -0.38 -1.24
C2 1.94 0.61 -0.30
N1 1.50 0.44 1.10
C3 0.04 0.45 1.28
C4 -0.77 -0.87 1.20
O1 -2.16 -0.66 1.29
H1 1.16 -1.35 -0.73
H2 0.23 0.01 -1.43
H3 1.75 -0.59 -2.18
H4 3.00 0.37 -0.39
H5 1.77 1.63 -0.67
H6 1.94 1.15 1.66
H7 -0.12 0.77 2.32
H8 -0.37 1.18 0.58
H9 -0.40 -1.47 2.04
H10 -0.52 -1.42 0.28
H11 -2.43 -0.68 0.37
H12 -2.40 0.71 -2.35
H13 -2.66 -0.44 -1.39
O2 -2.72 0.52 -1.47

The largest force on an atom comes out at 1.45 eV Å⁻¹. As for the total energy: -9942.8681 eV. The charge is 0. As for the SMILES: CCNCCO.O. Its energy above the lowest of the compared OMol25 structures with the same formula, charge and spin is 128.2 kJ/mol. The spin multiplicity is 1.